[1]
{"formula": "C22H30N8O2SW", "method": "ωB97M-V/def2-TZVPD", "charge": 2, "orbital_gap_ev": [7.29, 7.34], "lumo_ha": [-0.2134, -0.2358], "mol_weight_g_mol": 654.443, "multiplicity": 3, "e_homo_ev": [-13.10, -13.75], "species": ["W", "O", "C", "C", "C", "C", "C", "C", "C", "N", "N", "C", "O", "C", "C", "C", "C", "C", "C", "H", "H", "H", "H", "H", "H", "H", "H", "H", "H", "N", "C", "C", "N", "C", "C", "N", "H", "H", "H", "H", "H", "H", "H", "H", "H", "H", "H", "H", "H", "C", "C", "C", "N", "N", "C", "N", "S", "H", "H", "H", "H", "H", "H", "H"], "positions_angstrom": [[0.17450, 0.49051, 0.93450], [-0.70260, 0.09471, 2.69890], [-1.58490, -0.85589, 2.96990], [-2.50210, -0.65739, 4.00840], [-3.44740, -1.61649, 4.30770], [-3.50650, -2.80479, 3.58330], [-2.59690, -3.03969, 2.57850], [-1.62360, -2.08479, 2.23730], [-0.66150, -2.40029, 1.23230], [0.18400, -1.51659, 0.76830], [1.08130, -1.96249, -0.14480], [2.02170, -1.09789, -0.39410], [2.09660, 0.03501, 0.27240], [2.90470, -1.34309, -1.53050], [2.56340, -2.35589, -2.43050], [3.25090, -2.48109, -3.62030], [4.27310, -1.59329, -3.92970], [4.65010, -0.61849, -3.01590], [3.97620, -0.49519, -1.81470], [-2.46120, 0.26581, 4.56890], [-4.14670, -1.43759, 5.10720], [-4.25230, -3.54659, 3.81740], [-2.62130, -3.96309, 2.02290], [-0.60710, -3.41349, 0.84810], [1.74330, -3.00659, -2.17670], [2.97510, -3.26129, -4.31310], [4.77150, -1.66089, -4.88390], [5.45900, 0.05861, -3.24470], [4.27450, 0.24811, -1.08750], [-2.07870, 0.96211, 0.65060], [-2.26940, 2.21541, 1.40770], [-1.29310, 3.25751, 0.85290], [0.11210, 2.78621, 0.94450], [0.89870, 3.33991, 2.07570], [1.08990, 2.31321, 3.19640], [1.65190, 1.07851, 2.62780], [-2.66320, 0.22081, 1.05000], [-2.41780, 1.09991, -0.30780], [-3.29780, 2.58661, 1.31840], [-2.06340, 2.01391, 2.46500], [-1.52980, 3.43501, -0.20180], [-1.42150, 4.20611, 1.38280], [0.57660, 3.10621, 0.09170], [1.88220, 3.63461, 1.69590], [0.41350, 4.23071, 2.48630], [1.74540, 2.73961, 3.96590], [0.13030, 2.05891, 3.65900], [2.60830, 1.24701, 2.29340], [1.70920, 0.36301, 3.35890], [-2.88590, -0.92099, -3.94980], [-1.41990, -1.34889, -3.85330], [-0.64750, -0.43299, -2.98510], [-0.84030, -0.22689, -1.73010], [0.02630, 0.64591, -1.17300], [0.91410, 1.12821, -2.03850], [1.88250, 1.99841, -1.62640], [0.68960, 0.51061, -3.63810], [-3.41350, -1.58599, -4.62540], [-2.96320, 0.09071, -4.33890], [-3.36430, -0.96589, -2.97620], [-0.97350, -1.36829, -4.84940], [-1.36500, -2.35529, -3.43260], [2.38590, 1.64591, -0.80600], [2.50520, 2.31051, -2.35990]], "atomic_forces_ev_per_a": [[0.50, 1.44, 2.03], [0.49, 0.48, -0.31], [-0.66, -1.02, -0.05], [0.23, 0.14, -0.25], [0.08, -0.08, -0.19], [0.02, -0.15, -0.04], [0.03, 0.18, 0.04], [-0.21, 0.60, 0.51], [0.28, 0.46, 0.01], [-0.68, -1.13, 0.50], [1.05, -0.58, -0.92], [-0.62, -1.12, 0.09], [-0.46, 0.59, 0.46], [0.32, 0.01, -0.31], [0.10, 0.16, 0.14], [-0.02, -0.02, -0.03], [-0.03, 0.01, 0.03], [0.03, 0.09, -0.07], [-0.23, -0.13, 0.18], [0.06, 0.06, 0.04], [-0.11, 0.01, 0.13], [-0.07, -0.07, 0.04], [-0.03, -0.20, -0.05], [0.14, 0.02, -0.07], [-0.08, -0.14, -0.07], [0.02, -0.05, -0.09], [0.12, -0.04, -0.06], [0.12, -0.01, -0.03], [0.05, 0.06, -0.01], [0.23, -0.19, -0.17], [0.00, 0.63, 0.15], [-0.67, -0.10, 0.17], [0.25, -0.06, -0.37], [0.23, -0.11, 0.66], [-0.18, 0.62, 0.15], [-0.10, -0.13, -0.32], [0.18, 0.11, -0.08], [0.32, -0.23, 0.22], [0.20, -0.06, 0.03], [-0.11, 0.04, -0.24], [0.10, -0.01, 0.11], [0.05, -0.09, -0.09], [-0.10, -0.13, 0.14], [-0.12, 0.02, -0.01], [0.12, -0.05, -0.12], [-0.15, -0.08, -0.11], [0.25, 0.06, -0.05], [-0.38, -0.22, 0.03], [-0.07, 0.10, -0.34], [0.09, -0.04, -0.09], [-0.48, -0.14, -0.12], [0.70, 0.52, 0.04], [-0.89, -0.81, -0.45], [0.59, 0.40, -1.32], [-0.14, 0.11, 0.04], [0.09, 0.06, -0.21], [-0.25, 0.12, 0.90], [-0.10, -0.05, -0.05], [-0.07, 0.11, -0.04], [-0.06, 0.01, 0.09], [0.03, -0.08, 0.09], [0.14, 0.01, -0.05], [-0.13, 0.04, -0.32], [0.02, 0.02, 0.07]]}

[2]
{"formula": "C22H30N8O2W", "method": "ωB97M-V/def2-TZVPD", "de_lowest_kj_mol": 29.6, "charge": 4, "orbital_gap_ev": 6.78, "lumo_ha": -0.4759, "mol_weight_g_mol": 622.376, "e_homo_ev": -19.73, "species": ["W", "N", "C", "N", "C", "N", "N", "C", "C", "C", "C", "C", "C", "N", "C", "C", "C", "C", "C", "C", "H", "H", "H", "H", "H", "H", "H", "H", "H", "H", "H", "C", "N", "C", "C", "O", "H", "H", "H", "H", "H", "H", "H", "C", "N", "C", "C", "O", "N", "C", "C", "H", "H", "H", "H", "H", "H", "H", "H", "H", "H", "H", "H"], "positions_angstrom": [[0.48527, 0.28943, 0.11577], [-3.49822, -1.40613, 0.43604], [-2.46441, -0.73522, 0.01804], [-1.30051, -0.68850, 0.69815], [-1.24079, -1.34483, 1.94360], [-0.10876, -1.24851, 2.59544], [0.67844, -0.38819, 1.93226], [2.00527, -0.48167, 1.72137], [2.75721, 0.79561, 1.59110], [3.92288, 1.19742, 2.18953], [4.38038, 2.48271, 1.88447], [3.66795, 3.29453, 1.00499], [2.50571, 2.81652, 0.43335], [2.07480, 1.57181, 0.71182], [-2.36695, -2.08331, 2.43373], [-2.35720, -2.75818, 3.66079], [-3.48235, -3.44965, 4.05674], [-4.62767, -3.47651, 3.25008], [-4.66244, -2.81087, 2.03795], [-3.52705, -2.12107, 1.64361], [-4.33822, -1.40899, -0.13778], [-2.55298, -0.20471, -0.92153], [2.50419, -1.43569, 1.87661], [4.45706, 0.55409, 2.87662], [5.29200, 2.85118, 2.33935], [4.02212, 4.28635, 0.75882], [1.92476, 3.39773, -0.27139], [-1.47140, -2.73281, 4.28049], [-3.48555, -3.97754, 5.00086], [-5.50086, -4.02364, 3.58081], [-5.55197, -2.82852, 1.41983], [-1.88165, 4.28876, -0.64948], [-1.43768, 3.98453, 0.72167], [-1.75798, 5.00503, 1.74556], [-0.82846, 2.90080, 1.03868], [-0.55556, 1.96348, 0.16932], [-1.83842, 5.36615, -0.78495], [-2.91301, 3.95933, -0.77230], [-1.23918, 3.79797, -1.37402], [-2.81420, 5.25158, 1.66200], [-1.16146, 5.89386, 1.54809], [-1.54655, 4.62256, 2.74059], [-0.53897, 2.75566, 2.07686], [2.43977, -1.13608, -4.72197], [1.50185, -0.62555, -3.69510], [0.92545, 0.69247, -4.00067], [1.27593, -1.26005, -2.57408], [0.83965, -0.48154, -1.51997], [1.41559, -2.54506, -2.33598], [1.60084, -3.04829, -0.96974], [1.29122, -3.56912, -3.39975], [3.02652, -0.28570, -5.06431], [1.90101, -1.55499, -5.56966], [3.10779, -1.87288, -4.28893], [0.59774, 0.68279, -5.03857], [1.68532, 1.46443, -3.88152], [0.06684, 0.89905, -3.36966], [2.33492, -2.44318, -0.44092], [1.97598, -4.06584, -1.03952], [0.65090, -3.08167, -0.42846], [0.80814, -3.14357, -4.27238], [0.66388, -4.36718, -3.00707], [2.26308, -3.98059, -3.66531]], "atomic_forces_ev_per_a": [[-0.11, 0.11, 0.49], [0.00, -0.01, 0.00], [-0.03, -0.02, 0.02], [-0.13, 0.01, -0.07], [0.08, 0.09, 0.05], [-0.07, 0.00, -0.05], [0.00, -0.19, -0.23], [0.19, -0.11, 0.03], [-0.08, 0.03, -0.25], [0.05, -0.01, -0.01], [0.00, -0.01, 0.01], [0.01, -0.01, 0.00], [0.03, -0.03, 0.00], [-0.04, 0.18, 0.16], [0.00, -0.02, 0.00], [0.00, -0.01, 0.00], [-0.01, 0.00, 0.00], [0.00, 0.00, 0.01], [-0.01, 0.00, 0.00], [0.01, -0.01, 0.01], [0.00, 0.01, 0.00], [0.01, 0.01, 0.01], [0.00, 0.01, 0.07], [0.00, -0.01, -0.01], [0.00, -0.01, 0.00], [-0.01, 0.00, 0.00], [0.00, 0.01, 0.01], [0.00, 0.00, 0.00], [0.01, 0.00, 0.00], [0.00, 0.00, 0.00], [0.00, 0.00, 0.00], [0.02, -0.02, 0.02], [-0.04, 0.09, -0.02], [0.01, -0.02, 0.00], [-0.02, -0.02, -0.15], [-0.18, 0.29, 0.19], [0.02, 0.00, -0.02], [0.00, 0.01, 0.00], [-0.01, -0.01, 0.01], [-0.01, -0.01, 0.02], [-0.02, 0.01, 0.00], [0.01, -0.01, -0.01], [0.00, 0.01, 0.00], [-0.03, -0.01, -0.01], [0.04, -0.04, 0.00], [0.01, 0.00, 0.00], [-0.08, 0.04, 0.07], [0.40, -0.38, -0.32], [-0.05, 0.06, -0.05], [-0.14, -0.02, -0.04], [0.03, -0.01, 0.00], [0.01, 0.00, 0.01], [-0.01, 0.00, 0.01], [0.00, -0.02, 0.00], [0.00, 0.00, 0.00], [0.00, 0.00, 0.00], [-0.01, 0.00, -0.01], [0.05, -0.03, 0.03], [0.08, 0.03, 0.04], [0.03, 0.02, 0.00], [-0.01, 0.01, -0.02], [-0.01, 0.01, 0.00], [0.01, 0.01, 0.01]]}

Strongest force on any atom (eV/Å)
2.543 0.634